[1]
DFT (ωB97M-V/def2-TZVPD) results for a single C16H25N3O molecule.

SMILES: C[C@@H]1CCc2nn(CC(=O)N3CCCCCC3)cc2C1
Gap between HOMO and LUMO, eV: 9.40
E_LUMO, eV: 0.8
Spin multiplicity: 1
Strongest force on any atom, eV/A: 4.3
Net charge: 0
HOMO, eV: -8.6

The geometry in XYZ format:
```
45
Properties=species:S:1:pos:R:3:forces:R:3
O -1.598 -2.661 -0.877 -1.470 -0.003 -0.973
N 1.498 -1.228 1.881 1.440 -1.231 -1.920
C -1.299 -2.077 0.146 0.359 0.384 -1.930
C 2.518 -0.548 1.385 -0.209 3.062 0.722
C 1.398 -1.086 -0.463 -0.080 0.016 3.106
C 2.352 -0.265 0.016 1.781 1.174 -1.886
N 0.941 -1.648 0.740 -1.240 -0.917 -1.612
N -1.809 -0.834 0.438 -0.726 -1.163 -0.741
C -0.037 -2.651 0.726 -2.191 1.001 2.204
C 4.324 3.000 -0.291 0.197 -1.317 -1.847
C 3.345 0.365 2.220 -0.811 0.534 1.248
C 3.023 0.883 -0.770 1.392 -1.952 0.145
C -1.926 -0.281 1.738 1.003 -0.132 2.013
C -2.591 -0.196 -0.623 -1.712 -1.275 -0.652
C -1.052 0.994 1.873 -0.702 1.225 0.836
C -3.145 1.121 -0.214 2.894 1.661 -2.785
C -1.656 2.332 1.254 1.615 -0.840 0.195
C -2.101 2.216 -0.166 0.441 0.373 0.385
C 4.234 1.224 1.358 -0.649 1.410 0.355
C 3.437 1.899 0.260 0.815 0.980 -0.271
H 1.056 -1.156 -1.478 -0.647 -0.613 0.158
H -0.342 -3.002 1.700 0.882 -0.238 0.697
H 0.214 -3.441 0.090 0.382 -1.257 -0.720
H 3.756 3.614 -0.949 -0.539 1.147 -0.189
H 5.051 2.575 -1.013 0.093 -0.046 0.639
H 4.853 3.517 0.475 0.208 0.721 0.432
H 3.985 -0.173 2.895 0.018 -0.404 0.681
H 2.570 0.977 2.829 1.574 -0.664 -0.756
H 3.962 0.475 -1.307 -1.282 0.697 0.651
H 2.368 1.314 -1.526 -0.161 -0.174 -0.021
H -1.502 -0.991 2.509 -0.355 0.466 -0.996
H -3.001 -0.175 2.056 0.974 0.208 -0.341
H -3.600 -0.681 -0.856 1.727 -0.738 -0.008
H -1.930 -0.176 -1.524 -0.888 0.129 0.481
H -0.018 0.768 1.510 -0.842 0.176 0.357
H -1.066 1.187 2.983 0.627 -0.078 -0.942
H -3.656 1.603 -0.997 -1.940 -0.848 -1.339
H -3.717 1.106 0.633 -1.568 -0.125 2.057
H -0.975 3.182 1.313 0.217 -0.145 0.646
H -2.517 2.503 1.852 -0.826 0.656 0.633
H -1.243 1.967 -0.816 -0.330 0.097 0.059
H -2.566 3.153 -0.560 0.633 -0.400 0.520
H 4.744 2.044 1.918 -0.347 -0.861 0.042
H 5.002 0.673 0.838 0.428 -0.546 0.083
H 2.530 2.392 0.607 -0.184 -0.150 0.586
```
Positions in Å, forces in eV/Å.

---

[2]
DFT (ωB97M-V/def2-TZVPD) results for a single C10H13NO5 molecule.

SMILES: CCOC(=O)C1=C(C)NC(=O)[C@@H]1CC(=O)O
Gap between HOMO and LUMO, eV: 9.55
E_LUMO, eV: 0.6
Spin multiplicity: 1
Strongest force on any atom, eV/A: 0.7
Net charge: 0
HOMO, eV: -9.0

The geometry in XYZ format:
```
29
Properties=species:S:1:pos:R:3:forces:R:3
C -3.561 -1.634 -0.802 0.216 0.235 0.269
C -3.272 -0.961 0.532 -0.287 -0.484 -0.008
H -3.019 -1.714 1.286 -0.105 0.175 -0.066
H -4.126 -0.369 0.869 0.119 -0.072 -0.002
O -2.195 -0.030 0.429 0.091 0.186 -0.037
C -0.950 -0.539 0.513 -0.073 0.090 0.000
O -0.731 -1.716 0.692 -0.025 0.034 0.042
C 0.096 0.466 0.377 0.208 0.197 -0.073
C 0.012 1.786 0.085 -0.257 -0.573 0.061
N 1.279 2.336 0.052 -0.144 0.602 -0.087
C 2.268 1.410 0.295 0.093 -0.102 0.120
O 3.449 1.635 0.261 0.226 -0.053 -0.033
C 1.546 0.103 0.573 -0.102 -0.361 0.018
H 1.740 -0.200 1.609 0.033 0.100 -0.043
C 2.069 -1.024 -0.325 0.131 0.133 0.108
C 3.482 -1.377 0.078 -0.047 -0.042 0.141
O 3.858 -1.537 1.206 -0.023 -0.017 0.208
O 4.279 -1.520 -0.984 0.285 -0.038 -0.651
H 5.185 -1.724 -0.701 -0.226 0.015 0.233
H 2.050 -0.741 -1.377 -0.069 -0.016 0.010
H 1.435 -1.901 -0.172 0.107 0.057 -0.054
H 1.468 3.301 -0.175 0.073 -0.115 0.018
C -1.151 2.665 -0.188 -0.087 -0.046 -0.001
H -2.055 2.076 -0.281 0.011 0.080 -0.014
H -1.276 3.375 0.630 -0.008 0.075 0.041
H -0.985 3.231 -1.104 0.010 0.056 -0.055
H -3.769 -0.887 -1.566 -0.061 0.035 -0.080
H -4.422 -2.288 -0.701 -0.110 -0.083 -0.024
H -2.704 -2.227 -1.111 0.019 -0.067 -0.041
```
Positions in Å, forces in eV/Å.

---

[3]
DFT (ωB97M-V/def2-TZVPD) results for a molecular structure, C35H45N5O6PbS2.

Gap between HOMO and LUMO, eV: 7.72
E_LUMO, eV: -0.2
Spin multiplicity: 1
Strongest force on any atom, eV/A: 1.0
Net charge: 0
HOMO, eV: -7.9

The geometry in XYZ format:
```
94
Properties=species:S:1:pos:R:3:forces:R:3
Pb 0.191 -0.200 -0.610 -0.631 -0.144 -0.298
C -3.589 3.017 1.962 0.128 -0.121 -0.018
C -2.110 3.417 1.890 -0.074 0.166 -0.030
C -1.802 4.537 2.891 0.019 -0.200 -0.045
C -1.740 3.832 0.475 0.211 -0.229 0.005
C -2.467 4.875 -0.083 0.057 0.087 -0.023
C -2.254 5.319 -1.374 0.000 -0.008 -0.038
C -1.310 4.670 -2.146 0.041 0.042 0.061
C -0.562 3.607 -1.631 0.015 -0.047 -0.008
C 0.379 2.895 -2.584 -0.373 -0.032 -0.057
C 1.515 3.795 -3.069 0.051 -0.074 0.148
C -0.395 2.370 -3.837 0.177 0.062 -0.039
C -0.731 3.189 -0.293 -0.236 0.449 -0.189
N 0.046 2.144 0.233 -0.168 -0.302 0.399
C 0.796 2.420 1.314 0.119 0.294 -0.494
O 1.126 3.526 1.734 -0.120 0.054 0.198
C 1.284 1.204 2.069 0.007 0.058 0.157
C 2.003 1.333 3.246 0.041 -0.034 0.025
C 2.337 0.182 3.946 -0.043 0.014 -0.061
C 1.934 -1.057 3.468 0.011 -0.006 0.012
C 1.228 -1.106 2.279 0.014 -0.042 0.130
N 0.928 0.007 1.615 0.105 -0.013 0.011
C 0.686 -2.411 1.726 0.081 -0.172 -0.219
O 0.765 -3.422 2.416 -0.050 0.061 0.084
N 0.157 -2.276 0.507 0.120 0.181 -0.098
C -0.652 -3.314 -0.027 -0.141 -0.135 -0.025
C -1.967 -3.443 0.467 0.088 0.119 -0.016
C -2.828 -4.361 -0.118 -0.016 -0.046 -0.035
C -2.424 -5.141 -1.186 0.018 -0.014 0.051
C -1.128 -5.025 -1.649 -0.041 -0.030 -0.003
C -0.218 -4.135 -1.081 0.045 -0.102 -0.011
C 1.187 -4.171 -1.675 0.053 0.283 0.135
C 1.356 -3.140 -2.799 -0.091 -0.072 0.088
C 2.328 -4.059 -0.662 -0.074 -0.167 -0.036
C -2.483 -2.603 1.623 -0.171 -0.132 -0.018
C -2.771 -3.496 2.834 0.104 0.101 -0.036
C -3.718 -1.791 1.217 0.165 0.008 0.064
H -3.827 2.652 2.962 -0.014 -0.009 -0.004
H -3.806 2.225 1.242 -0.072 0.013 0.012
H -4.245 3.863 1.753 -0.013 -0.005 -0.014
H -1.531 2.539 2.167 0.134 -0.062 -0.015
H -2.369 5.438 2.651 -0.001 -0.006 0.029
H -0.741 4.771 2.874 0.092 0.081 -0.005
H -2.074 4.222 3.901 -0.017 0.023 -0.012
H -3.222 5.370 0.516 -0.007 -0.043 0.027
H -2.824 6.146 -1.777 0.006 0.000 0.002
H -1.132 5.006 -3.163 0.002 -0.032 -0.022
H 0.825 2.072 -2.025 -0.038 -0.071 -0.124
H 1.131 4.647 -3.630 0.004 0.013 0.001
H 2.205 3.243 -3.713 0.009 0.027 -0.033
H 2.072 4.172 -2.211 0.042 -0.007 -0.025
H -0.235 3.062 -4.664 -0.037 -0.035 -0.057
H -2.051 2.912 -2.949 -0.325 -0.156 -0.073
H -0.088 1.374 -4.147 0.046 -0.023 0.028
H 2.275 2.321 3.585 -0.036 0.014 -0.026
H 2.896 0.254 4.870 0.008 -0.011 -0.001
H 2.140 -1.983 3.985 -0.019 -0.007 -0.010
H -3.835 -4.470 0.267 -0.005 0.038 0.007
H -3.108 -5.848 -1.638 0.007 0.004 -0.015
H -0.798 -5.654 -2.468 0.016 0.004 0.007
H 1.273 -5.158 -2.137 -0.039 0.002 -0.014
H 1.443 -2.134 -2.383 0.045 0.045 0.017
H 0.499 -3.146 -3.474 0.035 -0.029 -0.062
H 2.265 -3.348 -3.371 0.006 0.055 -0.006
H 2.431 -3.043 -0.292 0.051 0.063 0.018
H 3.271 -4.347 -1.135 -0.006 0.000 0.009
H 2.153 -4.714 0.193 0.031 0.022 0.008
H -1.712 -1.890 1.915 0.037 -0.002 0.000
H -3.548 -4.227 2.603 -0.016 0.001 0.012
H -3.107 -2.894 3.681 -0.013 -0.019 0.006
H -1.865 -4.031 3.122 -0.024 -0.028 0.035
H -4.545 -2.441 0.930 -0.013 0.015 -0.022
H -3.489 -1.135 0.375 -0.076 0.015 -0.034
H -4.051 -1.174 2.054 -0.021 0.014 -0.014
O -3.862 0.876 -4.277 -0.049 0.026 -0.089
S -2.761 0.614 -3.422 -0.207 -0.464 0.337
O -1.848 2.289 -3.692 0.723 0.561 0.358
O -2.962 0.722 -2.007 0.181 0.015 -0.102
O -1.715 -0.245 -3.885 0.084 0.052 0.022
S 3.045 -0.134 -0.619 0.181 0.084 0.269
C 3.750 -0.120 -2.159 -0.165 -0.040 -0.099
N 5.043 -0.432 -2.290 0.058 0.029 -0.034
C 5.775 -0.423 -3.550 -0.033 0.011 -0.162
C 4.805 -0.675 -4.693 -0.047 0.032 0.099
C 3.648 0.304 -4.584 0.073 -0.101 -0.092
N 3.055 0.188 -3.259 0.090 0.083 -0.054
H 5.530 -0.639 -1.435 -0.049 -0.026 0.031
H 6.536 -1.201 -3.515 -0.004 0.001 0.058
H 6.282 0.537 -3.686 0.002 -0.008 0.017
H 4.420 -1.694 -4.626 0.015 -0.009 -0.040
H 5.309 -0.555 -5.650 0.015 -0.008 0.003
H 2.883 0.078 -5.325 -0.031 0.022 0.027
H 4.001 1.326 -4.754 -0.037 0.007 -0.008
H 2.094 0.456 -3.126 -0.020 -0.029 0.058
```
Positions in Å, forces in eV/Å.

---

| no. | molecular weight (g mol⁻¹) |
| --- | --- |
| 1 | 275.40 |
| 2 | 227.22 |
| 3 | 903.11 |